P.
Density functional theory data (wB97M-V/def2-TZVPD) for an isolated ion of composition C6H11N and charge +1.

⟨S²⟩ ... 0.76
Total charge ... +1
Multiplicity ... 2

Last columns: bonded neighbours and bond lengths (Å).
Geometry (Å):
1 N 1.32676 -0.15940 0.94907  C2 1.433, C3 1.284
2 C 0.82756 -0.61526 -0.31492  N1 1.433, C4 1.385, C7 1.489
3 C 2.26306 -0.80175 1.54887  N1 1.284, H13 1.100, H17 1.134
4 C 1.60611 -1.08570 -1.35963  C2 1.385, H12 1.081, H15 1.075
5 C -1.08264 0.93013 -0.44242  C6 1.558, C7 1.512, H8 1.173, H16 1.104
6 C -2.20785 1.53657 0.44756  C5 1.558, H9 1.099, H10 1.100, H18 1.055
7 C -0.65434 -0.51949 -0.42308  C2 1.489, C5 1.512, H11 1.071, H14 1.106
8 H -0.12383 1.56000 -0.19555  C5 1.173
9 H -2.98739 0.76519 0.51673  C6 1.099
10 H -2.62200 2.32881 -0.19313  C6 1.100
11 H -1.00785 -1.02407 -1.29950  C7 1.071
12 H 2.65340 -1.22240 -1.12802  C4 1.081
13 H 2.42347 -0.58022 2.61459  C3 1.100
14 H -1.00770 -1.10194 0.44879  C7 1.106
15 H 1.10338 -1.34770 -2.27252  C4 1.075
16 H -1.13060 1.24141 -1.50003  C5 1.104
17 H 2.68596 -1.78264 1.16778  C3 1.134
18 H -2.06551 1.87846 1.43539  C6 1.055

Q.
Density functional theory data (wB97M-V/def2-TZVPD) for an isolated ion of composition C6H11N and charge +1.

⟨S²⟩ ... 0.78
Total charge ... +1
Multiplicity ... 2

Last columns: bonded neighbours and bond lengths (Å).
Geometry (Å):
1 N -1.30403 1.07629 0.82753  C2 1.422, H8 1.047, H18 1.067
2 C -0.68403 0.41834 -0.26952  N1 1.422, C6 1.518, C7 1.388
3 C -1.96845 1.37948 -2.14817  C6 1.347, H9 1.109, H15 1.164
4 C 1.14227 -0.68027 1.34531  C5 1.462, C7 1.530, H13 1.192, H14 1.121
5 C 2.50479 -1.08091 0.99806  C4 1.462, H11 1.108, H12 1.092, H17 1.093
6 C -0.99681 0.53515 -1.75072  C2 1.518, C3 1.347, H10 1.108
7 C 0.32329 -0.47370 0.07001  C2 1.388, C4 1.530, H16 1.131
8 H -2.27399 1.38650 0.58512  N1 1.047
9 H -2.15426 2.42048 -1.81278  C3 1.109
10 H -0.70721 -0.33854 -2.36716  C6 1.108
11 H 2.39700 -1.92875 0.29284  C5 1.108
12 H 3.02760 -1.51060 1.85516  C5 1.092
13 H 0.46095 -1.58379 1.72025  C4 1.192
14 H 0.92636 0.16845 2.04554  C4 1.121
15 H -2.75518 0.93659 -2.88297  C3 1.164
16 H 0.52379 -1.08015 -0.86282  C7 1.131
17 H 3.09364 -0.24896 0.60365  C5 1.093
18 H -1.55573 0.60442 1.75067  N1 1.067

R.
Density functional theory data (wB97M-V/def2-TZVPD) for an isolated ion of composition C6H11N and charge +1.

⟨S²⟩ ... 0.77
Total charge ... +1
Multiplicity ... 2

Last columns: bonded neighbours and bond lengths (Å).
Geometry (Å):
1 N -0.40996 0.23846 -1.68741  C4 1.493, C7 1.383, H14 1.038
2 C 0.78243 -0.19334 0.56153  C3 1.338, C4 1.470, H11 1.276
3 C 0.54178 -1.00404 1.59780  C2 1.338, C5 1.545, H18 1.164
4 C 0.58675 -0.50527 -0.86131  N1 1.493, C2 1.470, H10 1.100, H17 1.259
5 C 1.56208 -1.27301 2.72571  C3 1.545, H9 1.132, H15 1.128, H16 1.107
6 C -2.23253 1.72720 -1.57267  C7 1.412, H8 1.091, H12 1.056
7 C -0.95190 1.36679 -1.09878  N1 1.383, C6 1.412, H13 1.151
8 H -2.97258 0.98365 -1.87359  C6 1.091
9 H 1.35080 -2.24281 3.27009  C5 1.132
10 H 1.43875 -0.67117 -1.53685  C4 1.100
11 H 1.63839 0.70494 0.85748  C2 1.276
12 H -2.49333 2.74271 -1.69722  C6 1.056
13 H -0.39389 1.90384 -0.24669  C7 1.151
14 H -1.22992 -0.39845 -1.69439  N1 1.038
15 H 1.47161 -0.43248 3.47176  C5 1.128
16 H 2.52445 -1.59627 2.28393  C5 1.107
17 H 0.21259 -1.69810 -0.71326  C4 1.259
18 H -0.40888 -1.67506 1.57701  C3 1.164

Ranking the structures above by energy, Q is first and the second is 13.0 kcal/mol behind.